Here is the ion C8H15N2 with charge +1 at a distorted geometry from the OMol25 dataset. Energies are from ωB97M-V with the def2-TZVPD basis set.

Each atom is followed by the atoms it is bonded to, with distances in Å.
Cartesian coordinates (Å):
1 C -0.1098 -0.0125 -0.0654  C2 1.364, C3 1.682, C8 1.407
2 C -0.4953 0.9347 -0.9677  C1 1.364, C4 1.537, C5 1.446
3 C -1.3682 -0.0002 1.0509  C1 1.682, N9 1.305, N10 1.314
4 C -1.7814 1.6600 -0.5394  C2 1.537, N9 1.490, H11 1.093, H12 1.047
5 C 0.0994 1.0554 -2.2801  C2 1.446, H13 1.084, H14 1.079, H15 1.085
6 C 2.3425 -0.1185 -0.0358  C8 1.537, H16 1.112, H17 1.128, H18 1.127
7 C 0.9504 -1.9437 0.8766  C8 1.461, H19 1.115, H20 1.112, H21 1.113
8 C 1.0042 -0.8701 -0.1135  C1 1.407, C6 1.537, C7 1.461, H22 1.065
9 N -2.2000 0.9415 0.6972  C3 1.305, C4 1.490, H23 1.014
10 N -1.3858 -0.7055 2.1595  C3 1.314, H24 0.926, H25 1.034
11 H -1.4764 2.7040 -0.4331  C4 1.093
12 H -2.4488 1.6530 -1.3464  C4 1.047
13 H 0.5507 2.0213 -2.4754  C5 1.084
14 H -0.7081 0.9409 -2.9873  C5 1.079
15 H 0.8527 0.2812 -2.3863  C5 1.085
16 H 2.2585 0.9032 0.3949  C6 1.112
17 H 2.8412 0.0422 -1.0351  C6 1.128
18 H 3.0346 -0.6345 0.6891  C6 1.127
19 H 1.3292 -1.5631 1.8538  C7 1.115
20 H 1.6790 -2.7720 0.7380  C7 1.112
21 H -0.0051 -2.5045 0.9798  C7 1.113
22 H 1.0597 -1.4074 -1.0316  C8 1.065
23 H -3.0226 1.2890 1.1780  N9 1.014
24 H -0.6898 -1.2372 2.4607  N10 0.926
25 H -2.3109 -0.6569 2.6186  N10 1.034

Its charge is +1. Its max |F| is 0.140 Eh/bohr. The orbital gap is 10.05 eV. Its relative energy (zero: lowest compared OMol25 entry of this formula, charge and spin) is 63.6 kJ/mol. Its structure (SMILES) is CC1=C(C(C)C)C(=[NH2+])NC1.